1.
Computed, not measured: a 11-piece molecular cluster, C23H49BClFN13O23 overall, with ωB97M-V with the def2-TZVPD basis set.

XYZ file:
```
111
Properties=species:S:1:pos:R:3
C -2.24368 2.17930 0.60128
B -1.98021 0.89030 -0.28158
O -3.09283 0.04726 -0.53283
C -0.58894 0.43459 -0.97622
C -0.23706 -0.99694 -1.01252
Cl -1.21506 -2.26175 -0.28760
C 1.04205 -1.32938 -1.72757
F 1.36156 -2.63914 -1.80097
N 1.86774 -0.43547 -2.27680
N 1.49818 0.81990 -2.20078
C 2.43723 1.78850 -2.86933
C 3.65262 2.20850 -1.95992
C 5.07011 1.98003 -2.66838
O 6.02064 1.76141 -1.59105
C 6.52557 2.94614 -1.10841
C 7.92126 2.87637 -0.38358
O 5.97445 4.02079 -1.16990
C 0.40303 1.37310 -1.61341
N 0.11697 2.76179 -1.55435
C 0.84387 3.29667 -0.59835
C 1.41847 2.50537 0.62962
C 1.22969 4.81958 -0.66685
H -1.34115 2.74741 0.90734
H -2.92488 2.86505 0.00659
H -2.80153 1.92064 1.54123
H -3.65723 0.41825 -1.23748
H 2.84707 1.23230 -3.75832
H 1.87587 2.65980 -3.29892
H 3.71744 1.67839 -0.98274
H 3.58282 3.32350 -1.82579
H 5.36265 2.84947 -3.30401
H 5.00707 1.01215 -3.22332
H 7.89318 3.40710 0.60256
H 8.15476 1.80532 -0.16322
H 8.67771 3.31007 -1.08164
H 1.87102 3.22891 1.34704
H 2.23902 1.78874 0.34533
H 0.65694 1.90551 1.17979
H 1.53431 5.13930 0.36392
H 2.10061 4.95710 -1.36433
H 0.32861 5.40593 -0.96800
C -1.22888 3.79620 4.85454
N -1.25888 2.92164 3.65228
O -2.10916 2.05764 3.60167
O -0.42375 3.13242 2.78659
H -2.02523 3.48968 5.52685
H -0.25822 3.67350 5.32519
H -1.37792 4.81782 4.52065
C -1.79498 -5.39111 0.84142
N -2.09234 -6.38208 1.90849
O -1.14271 -6.89115 2.47554
O -3.26866 -6.60895 2.13421
H -0.71726 -5.28920 0.74948
H -2.22803 -5.76534 -0.08382
H -2.24916 -4.44780 1.13686
C 7.86939 5.47020 -3.22200
N 8.88233 6.35755 -3.85308
O 8.47591 7.24150 -4.58103
O 10.04688 6.13047 -3.59138
H 6.88043 5.78568 -3.54105
H 8.07519 4.45314 -3.55026
H 7.97486 5.56578 -2.14412
C 2.31978 6.57037 3.67506
N 1.76843 5.93695 4.90274
O 0.55552 5.85238 4.99614
O 2.56885 5.54859 5.72557
H 1.49391 6.86670 3.03434
H 2.89861 7.43731 3.98524
H 2.94871 5.83318 3.18053
C -2.74584 -9.27746 3.36322
N -3.04020 -10.27408 4.42802
O -2.08867 -10.78350 4.99272
O -4.20964 -10.50639 4.65692
H -1.66997 -9.17394 3.26912
H -3.17940 -9.65164 2.43831
H -3.19851 -8.33649 3.65761
C -7.39703 -1.27332 -0.45587
N -6.21421 -0.69398 -1.14713
O -5.84366 0.41169 -0.79777
O -5.69709 -1.36887 -2.01771
H -7.74754 -0.56458 0.28872
H -8.15992 -1.45256 -1.20628
H -7.08019 -2.20090 0.01349
C -8.38661 -5.39390 -1.18306
N -9.15891 -4.40921 -0.37846
O -9.34579 -3.30701 -0.86635
O -9.54835 -4.77547 0.70906
H -8.10545 -4.93130 -2.12483
H -7.50485 -5.66726 -0.60768
H -9.02930 -6.25486 -1.35189
C -0.02550 -8.23681 5.76350
N 1.16215 -7.69334 5.05185
O 1.56844 -6.59766 5.39229
O 1.64219 -8.38647 4.17716
H -0.34495 -7.51618 6.51088
H -0.80386 -8.39633 5.02445
H 0.27068 -9.17266 6.23136
C 2.36009 -2.67084 -5.40361
N 3.56368 -2.15789 -6.11052
O 3.99047 -1.06639 -5.76901
O 4.03314 -2.86257 -6.97513
H 2.06113 -1.93460 -4.66314
H 1.57989 -2.81800 -6.14713
H 2.63588 -3.60982 -4.92881
C -4.09127 4.91698 -3.12694
N -3.94773 4.85309 -1.64768
O -4.76465 4.19534 -1.03296
O -3.01740 5.46711 -1.15816
H -4.95574 4.32795 -3.41921
H -4.22558 5.96161 -3.39841
H -3.18088 4.51057 -3.56223
```

Computed properties:
Molar mass in Da: 941.0
Frontier orbital gap in Eh: 0.279
Charge: +1
Electronic energy in eV: -106989.5983

***

2.
Computed, not measured: a 2-piece molecular cluster, C4H13N2O overall, with ωB97M-V with the def2-TZVPD basis set.

XYZ file:
```
20
Properties=species:S:1:pos:R:3
C -1.24784 0.57149 1.97552
C -1.04348 1.69603 0.97563
C -0.35931 1.23527 -0.29943
N 0.96252 0.64847 -0.07881
C 1.25107 -0.61839 -0.61588
N 2.58808 -0.98109 -0.71280
H -0.35805 -0.05634 2.06384
H -2.00746 -0.13267 1.61497
H -1.57965 0.91468 2.95224
H -0.53521 2.55911 1.41106
H -2.01296 2.06438 0.61313
H -0.19695 2.05391 -1.00488
H -0.94004 0.48468 -0.84068
H 1.36806 0.80177 0.84009
H 0.43983 -1.22093 -0.97573
H 2.89887 -1.54803 -1.47906
H 3.25748 -0.35852 -0.30247
H -2.08532 -1.50929 -0.62661
H -2.24427 -2.82755 -1.39119
O -1.61996 -2.10786 -1.24443
```

Computed properties:
Multiplicity: 2
Molar mass in Da: 105.2
Frontier orbital gap (alpha / beta) in Eh: 0.207 / 0.336
Charge: 0
Electronic energy in eV: -9384.5368
ΔE to the lowest compared entry with this formula, charge and spin in kcal/mol: 3.5

***

3.
Computed, not measured: a 6-piece molecular cluster, C26H51Br2ClF3NO15PS overall, with ωB97M-V with the def2-TZVPD basis set.

XYZ file:
```
101
Properties=species:S:1:pos:R:3
C 1.23730 2.09341 3.02417
C 1.26516 1.13427 1.81387
N 0.03862 0.28645 1.75020
P 0.32369 -1.34270 1.66590
S -1.37334 -2.11907 0.70311
Cl 1.84966 -1.72021 0.42271
C 0.47223 -2.19105 3.28953
C 1.58039 -3.27682 3.40215
C 2.84081 -2.84473 4.14679
F 2.62411 -3.11551 5.45047
Br 3.22126 -0.93870 4.04605
C 4.13919 -3.63127 3.76825
F 5.18147 -2.94759 4.23084
F 4.17816 -4.76856 4.38847
Br 4.43833 -3.85098 1.87530
H 0.78030 3.02114 2.69540
H 0.63145 1.64841 3.81539
H 2.22778 2.27512 3.42358
H 1.36186 1.72043 0.90499
H 2.17452 0.54362 1.89168
H -0.57776 0.49989 2.53451
H -0.79577 -3.00432 -0.14155
H -0.47309 -2.72298 3.40179
H 0.49765 -1.48195 4.11267
H 1.76622 -3.68170 2.41077
H 1.13992 -4.08378 3.98241
C -3.76040 -3.16768 -5.01701
C -2.44828 -3.15053 -5.77104
O -1.70068 -1.94813 -5.49832
C -1.05543 -1.91768 -4.33896
O -1.02632 -2.79212 -3.50707
O -0.45054 -0.72857 -4.23401
C 0.21203 -0.53772 -2.99021
H -4.33086 -2.26119 -5.22387
H -4.35471 -4.03313 -5.30784
H -3.59625 -3.20914 -3.94020
H -2.63963 -3.14659 -6.84296
H -1.84443 -4.03016 -5.54944
H 0.89822 -1.35794 -2.78217
H -0.52325 -0.44242 -2.18918
H 0.78039 0.38640 -3.05670
C 5.47962 -2.81650 7.61240
C 6.82283 -2.94892 6.92507
O 7.65100 -1.80561 7.17266
C 8.24170 -1.77570 8.37122
O 8.14794 -2.61459 9.22847
O 8.94328 -0.64435 8.45630
C 9.56916 -0.43623 9.72572
H 4.99851 -1.87689 7.33152
H 4.82577 -3.64558 7.33801
H 5.59160 -2.81124 8.69589
H 6.68231 -2.99244 5.85124
H 7.33663 -3.86347 7.22190
H 10.16974 -1.29604 10.01392
H 8.81571 -0.22877 10.48438
H 10.21721 0.42974 9.62389
C -4.45298 4.91275 6.29896
C -3.05876 4.32607 6.24902
O -3.04082 3.06855 5.54647
C -3.07393 3.15047 4.22203
O -3.09741 4.15602 3.56301
O -3.08541 1.89936 3.72941
C -3.20458 1.84106 2.30780
H -5.15624 4.18980 6.71428
H -4.46581 5.81184 6.91410
H -4.80662 5.17348 5.30196
H -2.71252 4.10950 7.25780
H -2.34652 5.01921 5.80173
H -2.44821 2.45449 1.81915
H -4.20184 2.15226 2.00220
H -3.05850 0.80473 2.00723
C -4.26522 5.55745 -0.91668
C -2.86538 4.98158 -0.92741
O -2.82443 3.71603 -1.60958
C -2.82771 3.77542 -2.94467
O -2.84633 4.77467 -3.61121
O -2.81429 2.52150 -3.41065
C -2.89570 2.42485 -4.83703
H -4.97255 4.83324 -0.50945
H -4.30062 6.46421 -0.31329
H -4.59660 5.80188 -1.92518
H -2.54372 4.78344 0.09493
H -2.15075 5.67910 -1.36423
H -2.13239 3.03346 -5.31668
H -3.88654 2.72376 -5.17558
H -2.73144 1.38213 -5.09688
C -2.16949 -1.65853 -13.14917
C -3.15594 -1.16983 -12.10981
O -2.86037 -1.70636 -10.81040
C -1.85569 -1.11841 -10.16182
O -1.20035 -0.18874 -10.55292
O -1.69088 -1.75326 -8.99497
C -0.58573 -1.28135 -8.21931
H -2.12103 -2.74843 -13.14601
H -2.46339 -1.32061 -14.14279
H -1.16575 -1.28839 -12.94303
H -4.15674 -1.51957 -12.35738
H -3.19154 -0.08123 -12.07072
H -0.63353 -0.20364 -8.07597
H 0.35312 -1.55799 -8.69942
H -0.64192 -1.76361 -7.25087
```

Computed properties:
Molar mass in Da: 933.0
Frontier orbital gap in Eh: 0.302
Charge: +1
Electronic energy in eV: -240871.0900

***

4.
Computed, not measured: a 3-piece molecular cluster, C2H2I2NO overall, with ωB97M-V with the def2-TZVPD basis set.

XYZ file:
```
8
Properties=species:S:1:pos:R:3
C 0.90876 0.16999 0.31491
C -0.34074 0.13279 0.15793
N 3.23485 -0.81427 -0.18248
O 3.19014 -1.93141 -0.58330
I -5.68052 -0.05269 -0.14733
I -1.62976 1.99474 0.27218
H 1.39499 1.09691 0.22326
H -1.07773 -0.59607 -0.05518
```

Computed properties:
Multiplicity: 3
Molar mass in Da: 309.9
Frontier orbital gap (alpha / beta) in Eh: 0.174 / 0.131
Charge: -1
Electronic energy in eV: -21841.7374
ΔE to the lowest compared entry with this formula, charge and spin in kcal/mol: 36.0

***

Please write out number 4 again, unchanged.
Computed, not measured: a 3-piece molecular cluster, C2H2I2NO overall, with ωB97M-V with the def2-TZVPD basis set.

XYZ file:
```
8
Properties=species:S:1:pos:R:3
C 0.90876 0.16999 0.31491
C -0.34074 0.13279 0.15793
N 3.23485 -0.81427 -0.18248
O 3.19014 -1.93141 -0.58330
I -5.68052 -0.05269 -0.14733
I -1.62976 1.99474 0.27218
H 1.39499 1.09691 0.22326
H -1.07773 -0.59607 -0.05518
```

Computed properties:
Multiplicity: 3
Molar mass in Da: 309.9
Frontier orbital gap (alpha / beta) in Eh: 0.174 / 0.131
Charge: -1
Electronic energy in eV: -21841.7374
ΔE to the lowest compared entry with this formula, charge and spin in kcal/mol: 36.0

***

Q: Which value of charge does entry 1 give?
A: +1